{"formula": "C45H43Cl4FNO7P", "method": "wB97M-V/def2-TZVPD", "symbols": ["C", "C", "F", "C", "C", "C", "C", "C", "C", "C", "C", "C", "C", "C", "C", "C", "C", "C", "O", "N", "C", "C", "C", "C", "C", "C", "C", "O", "C", "P", "O", "O", "O", "C", "O", "C", "C", "C", "C", "C", "C", "C", "O", "H", "H", "H", "H", "H", "H", "H", "H", "H", "H", "H", "H", "H", "H", "H", "H", "H", "H", "H", "H", "H", "H", "H", "H", "H", "H", "H", "H", "H", "H", "H", "H", "H", "H", "H", "Cl", "C", "C", "Cl", "C", "C", "C", "C", "H", "H", "H", "H", "Cl", "C", "C", "Cl", "C", "C", "C", "C", "H", "H", "H", "H"], "positions_angstrom": [[-0.451, 2.500, -3.190], [-1.125, 1.143, -3.003], [-2.489, 1.265, -3.270], [-0.928, 0.569, -1.614], [-1.980, 0.686, -0.720], [-1.854, 0.150, 0.549], [-0.676, -0.478, 0.946], [0.395, -0.594, 0.058], [1.611, -1.347, 0.487], [2.641, -0.774, 1.226], [3.715, -1.552, 1.615], [3.781, -2.898, 1.284], [2.758, -3.476, 0.550], [1.681, -2.694, 0.154], [0.269, -0.065, -1.240], [1.382, -0.196, -2.261], [2.729, 0.462, -1.884], [3.877, -0.411, -2.333], [4.146, -1.455, -1.784], [4.628, 0.026, -3.438], [3.934, 0.802, -4.440], [4.125, 2.175, -4.471], [3.489, 2.943, -5.429], [2.664, 2.348, -6.375], [2.469, 0.974, -6.336], [3.101, 0.203, -5.376], [-0.643, -1.007, 2.357], [0.323, -0.927, 3.067], [-1.956, -1.588, 2.824], [-1.948, -3.030, 3.897], [-0.681, -3.247, 4.587], [-2.384, -4.261, 2.965], [-3.161, -2.864, 4.924], [-3.092, -1.001, 2.397], [-4.294, -1.469, 2.754], [-5.363, -1.369, 1.781], [-5.038, -2.017, 0.425], [-5.233, -0.983, -0.709], [-5.974, -3.227, 0.200], [-5.871, -3.713, -1.256], [-5.534, -4.388, 1.102], [-2.986, 0.210, 1.503], [-3.771, 1.126, 1.577], [-0.150, 2.642, -4.226], [-1.162, 3.276, -2.909], [0.424, 2.571, -2.548], [-0.736, 0.441, -3.740], [-2.902, 1.164, -1.015], [2.583, 0.266, 1.517], [4.508, -1.117, 2.210], [4.607, -3.516, 1.605], [2.785, -4.528, 0.301], [0.873, -3.145, -0.412], [1.066, 0.235, -3.204], [1.534, -1.262, -2.449], [2.791, 1.430, -2.376], [2.785, 0.633, -0.816], [5.014, -0.810, -3.866], [4.784, 2.610, -3.730], [3.650, 4.012, -5.454], [2.183, 2.944, -7.138], [1.833, 0.516, -7.081], [2.946, -0.869, -5.373], [-2.357, -4.032, 2.029], [-3.846, -3.513, 4.715], [-6.196, -1.886, 2.253], [-5.654, -0.326, 1.685], [-4.023, -2.420, 0.389], [-5.105, 0.036, -0.343], [-6.245, -1.030, -1.108], [-4.508, -1.108, -1.512], [-7.006, -2.945, 0.416], [-4.843, -3.613, -1.613], [-6.495, -3.138, -1.937], [-6.147, -4.762, -1.347], [-4.473, -4.592, 0.939], [-5.716, -4.203, 2.160], [-6.054, -5.296, 0.798], [7.001, 2.862, -2.773], [7.737, 4.407, -3.034], [7.719, 5.019, -4.279], [6.954, 4.269, -5.635], [8.327, 6.255, -4.451], [8.948, 6.879, -3.384], [8.964, 6.268, -2.137], [8.361, 5.035, -1.964], [8.310, 6.723, -5.425], [9.421, 7.841, -3.526], [9.447, 6.751, -1.299], [8.370, 4.551, -0.998], [-2.996, 2.349, 10.078], [-3.492, 1.103, 8.984], [-4.826, 0.742, 8.863], [-6.058, 1.526, 9.792], [-5.192, -0.266, 7.982], [-4.229, -0.908, 7.223], [-2.894, -0.545, 7.341], [-2.528, 0.459, 8.221], [-6.233, -0.542, 7.895], [-4.513, -1.692, 6.539], [-2.140, -1.046, 6.749], [-1.491, 0.747, 8.321]], "atomic_forces_ev_per_a": [[-0.2, -0.2, 0.0], [0.4, -0.1, 0.0], [0.0, 0.0, 0.0], [-0.2, 0.0, 0.0], [0.1, 0.0, 0.2], [0.1, 0.1, 0.0], [0.0, 0.0, -0.1], [0.0, 0.3, 0.2], [0.0, -0.2, -0.2], [-0.1, -0.2, -0.1], [0.2, 0.0, 0.2], [-0.2, -0.2, -0.1], [0.0, 0.2, 0.1], [0.0, -0.1, 0.0], [-0.2, 0.3, -0.1], [0.0, -0.3, 0.2], [-0.2, 0.4, -0.2], [0.2, -0.1, 0.2], [0.0, 0.1, -0.1], [-1.0, -0.4, -0.4], [0.2, 0.2, 0.0], [0.0, -0.1, 0.2], [-0.1, 0.2, -0.2], [0.1, -0.1, 0.2], [-0.1, 0.2, -0.3], [0.0, -0.2, 0.0], [-0.1, 0.2, 0.1], [-0.1, -0.1, -0.1], [-0.1, 0.1, -0.1], [1.1, 0.1, 0.8], [-0.1, 0.1, -0.2], [-0.4, 0.2, -0.1], [-0.2, -0.5, -0.4], [0.1, -0.5, 0.0], [0.0, 0.0, -0.1], [0.0, 0.0, 0.2], [-1.2, 0.4, -0.4], [0.3, 0.2, 0.3], [0.9, -0.6, -0.3], [0.0, 0.2, 0.0], [-0.3, 0.1, -0.2], [0.0, 0.2, 0.0], [0.0, -0.2, -0.1], [0.0, 0.1, 0.0], [0.1, 0.1, 0.1], [0.1, 0.1, 0.0], [-0.2, -0.1, -0.1], [0.0, 0.0, 0.0], [0.0, 0.0, 0.0], [0.0, 0.1, 0.0], [0.1, 0.1, 0.0], [0.0, 0.0, 0.0], [0.0, 0.0, 0.0], [0.0, -0.1, -0.1], [0.1, 0.0, 0.1], [0.0, 0.1, 0.1], [0.2, -0.2, 0.1], [0.5, 0.1, 0.2], [-0.2, 0.1, -0.2], [0.0, 0.0, 0.0], [0.0, 0.0, 0.0], [0.0, -0.1, 0.0], [0.1, 0.0, 0.1], [0.0, -0.1, 0.0], [-0.2, 0.2, 0.1], [0.1, -0.1, 0.1], [0.1, 0.1, -0.1], [0.2, 0.2, 0.2], [0.1, 0.0, 0.0], [0.0, -0.1, -0.1], [-0.2, -0.2, -0.2], [0.0, 0.1, 0.1], [0.0, -0.1, 0.0], [0.0, 0.0, 0.0], [-0.1, 0.0, 0.0], [0.1, 0.1, 0.1], [0.1, 0.0, 0.1], [-0.1, 0.0, 0.3], [0.3, 0.1, 0.1], [0.0, -0.1, 0.2], [0.0, 0.0, -0.1], [0.0, 0.0, 0.0], [0.0, 0.1, 0.0], [0.0, 0.0, 0.0], [0.0, 0.0, -0.1], [0.0, 0.1, 0.0], [0.0, 0.0, 0.0], [0.0, 0.0, 0.0], [0.0, 0.0, 0.0], [0.0, -0.1, 0.0], [0.0, 0.0, 0.0], [0.1, 0.0, 0.0], [-0.1, 0.0, 0.0], [0.0, 0.0, 0.0], [0.0, 0.0, -0.1], [0.0, 0.1, 0.1], [0.0, 0.0, 0.0], [0.0, -0.1, -0.1], [0.0, 0.0, 0.0], [0.0, 0.0, 0.0], [0.0, 0.0, 0.0], [0.0, 0.0, 0.0]], "smiles": "CC(C)[C@@H](C)COC1=C(P(=O)(O)O)C(=O)c2c(cc([C@H](C)F)c(CCC(=O)Nc3ccccc3)c2-c2ccccc2)C1=O.Clc1ccccc1Cl.Clc1ccccc1Cl", "e_tot_ev": -125284.346, "homo_ev": -8.888, "total_charge": 0, "spin_multiplicity": 1}

---

{"formula": "C4H9N3O", "method": "wB97M-V/def2-TZVPD", "symbols": ["C", "C", "C", "C", "H", "H", "H", "H", "H", "H", "H", "H", "H", "N", "N", "N", "O"], "positions_angstrom": [[-1.273, -1.468, 0.356], [0.925, 1.111, -1.090], [1.252, 2.196, -0.272], [1.933, 0.889, -0.016], [-1.818, -3.789, 2.666], [-1.033, -2.214, -0.405], [-2.070, 0.124, 0.475], [-1.117, 1.144, -1.679], [1.713, 0.861, -2.297], [0.382, 2.524, 0.520], [1.538, 3.015, -0.932], [1.605, 0.203, 0.947], [3.183, 0.556, -0.224], [-1.761, -1.958, 1.637], [-1.152, -0.158, 0.058], [-0.569, 0.465, -1.071], [-1.739, -3.499, 1.326]], "atomic_forces_ev_per_a": [[-0.7, -3.7, 3.8], [-0.7, -6.0, -3.7], [-2.0, 3.8, 2.3], [2.8, -3.4, 2.4], [0.4, 0.9, -6.1], [0.4, 0.0, 0.3], [1.5, 1.8, -0.6], [0.2, -1.7, 1.8], [-3.4, 1.2, 3.5], [2.4, -0.9, -2.0], [1.0, 0.3, 1.1], [0.6, 2.3, -2.4], [-4.1, 1.5, 0.2], [2.4, 0.4, -7.0], [-2.0, 1.6, 1.4], [2.1, 0.6, -2.1], [-0.7, 1.2, 7.1]], "e_tot_ev": -10800.332, "homo_ev": -8.107, "relative_energy_ev": 12.130, "total_charge": 0, "spin_multiplicity": 1}